Record 1
{"formula": "C3H7NO2", "method": "ωB97M-V/def2-TZVPD", "molar_mass_g_mol": 89.09, "max_force_ha_per_bohr": 0.02484, "e_above_lowest_ev": 3.0216, "smiles": "C[C@H](O)/C=N/O", "e_lumo_ev": 0.9, "charge": 0, "energy_ha": -323.669925, "homo_lumo_gap_ev": 10.966, "e_homo_ev": -10.06, "species": ["C", "C", "C", "H", "H", "H", "H", "H", "H", "H", "N", "O", "O"], "xyz": [[1.537, -0.035, -0.771], [0.015, -0.268, -0.690], [-0.539, 0.108, 0.647], [1.871, -0.390, -1.756], [2.079, -0.605, 0.018], [1.736, 1.036, -0.650], [-0.217, -1.311, -0.909], [-1.473, 0.369, -1.794], [-0.395, 1.142, 1.013], [-1.292, 0.518, 2.718], [-1.167, -0.776, 1.330], [-0.524, 0.590, -1.706], [-1.632, -0.377, 2.550]]}

***

Record 2
{"formula": "C15H11CoN2O2S6", "method": "ωB97M-V/def2-TZVPD", "multiplicity": 5, "s_squared": 6.028, "molar_mass_g_mol": 502.60, "max_force_ha_per_bohr": 0.01167, "e_above_lowest_ev": 0.0922, "e_lumo_ev": [-0.3, -2.3], "charge": 0, "energy_ha": -4610.108582, "homo_lumo_gap_ev": [7.419, 6.579], "e_homo_ev": [-7.76, -8.85], "species": ["Co", "C", "C", "C", "C", "C", "C", "C", "S", "O", "O", "N", "C", "C", "C", "C", "C", "N", "H", "H", "H", "H", "H", "H", "H", "H", "H", "H", "H", "S", "C", "S", "C", "C", "S", "S", "S"], "xyz": [[0.412, 0.618, 0.034], [3.271, -5.429, -3.693], [3.162, -4.184, -2.851], [2.999, -2.935, -3.436], [2.892, -1.788, -2.659], [2.956, -1.906, -1.282], [3.117, -3.144, -0.667], [3.218, -4.272, -1.457], [2.862, -0.462, -0.290], [4.142, -0.164, 0.287], [2.259, 0.588, -1.146], [1.705, -0.822, 0.757], [1.647, -0.229, 2.030], [2.623, -0.281, 3.025], [2.340, 0.316, 4.236], [1.118, 0.955, 4.437], [0.232, 1.005, 3.386], [0.490, 0.433, 2.207], [3.169, -5.203, -4.754], [2.496, -6.149, -3.422], [4.236, -5.916, -3.540], [2.948, -2.853, -4.515], [2.754, -0.815, -3.112], [3.148, -3.214, 0.413], [3.338, -5.244, -0.990], [3.565, -0.769, 2.823], [3.074, 0.285, 5.032], [0.871, 1.418, 5.382], [-0.714, 1.527, 3.467], [-5.593, 4.377, -0.302], [-4.202, 3.539, -0.259], [-2.654, 4.265, 0.036], [-1.661, 2.853, -0.202], [-2.359, 1.688, -0.569], [-1.652, 0.187, -0.904], [-4.080, 1.865, -0.707], [0.007, 2.966, -0.028]]}

***

Record 3
{"formula": "C19H29N3O2PdSe2", "method": "ωB97M-V/def2-TZVPD", "molar_mass_g_mol": 595.80, "max_force_ha_per_bohr": 0.01146, "e_above_lowest_ev": 0.6579, "e_lumo_ev": 4.0, "charge": -2, "energy_ha": -5986.778999, "homo_lumo_gap_ev": 3.671, "e_homo_ev": 0.33, "species": ["Pd", "O", "C", "C", "C", "O", "C", "Se", "C", "Se", "H", "H", "H", "H", "H", "H", "H", "H", "H", "H", "N", "C", "C", "C", "N", "C", "C", "H", "H", "H", "H", "H", "H", "C", "N", "C", "C", "C", "C", "C", "C", "C", "C", "H", "H", "H", "H", "H", "H", "H", "H", "H", "H", "H", "H", "H"], "xyz": [[0.437, -0.571, 0.672], [1.591, -1.754, -4.277], [0.481, -2.205, -3.483], [-0.680, -1.214, -3.371], [-1.356, -1.003, -4.745], [-0.514, -0.888, -5.889], [-0.260, 0.114, -2.707], [1.112, 1.273, -3.569], [-1.777, -1.899, -2.499], [-1.409, -2.502, -0.641], [1.765, -0.815, -4.031], [0.799, -2.467, -2.471], [0.122, -3.127, -3.954], [-1.981, -0.103, -4.684], [-2.025, -1.855, -4.918], [0.395, -1.046, -5.590], [0.085, -0.134, -1.695], [-1.166, 0.712, -2.575], [-2.093, -2.789, -3.049], [-2.640, -1.228, -2.464], [4.434, 2.330, 1.044], [3.731, 1.107, 0.892], [3.078, 0.790, -0.281], [2.487, -0.486, -0.418], [2.465, -1.402, 0.570], [2.964, -0.991, 1.754], [3.675, 0.188, 1.945], [4.170, 3.023, 0.360], [4.369, 2.702, 1.980], [3.047, 1.467, -1.129], [2.170, -0.818, -1.401], [2.862, -1.703, 2.565], [4.129, 0.406, 2.906], [-0.277, 4.437, 1.066], [0.330, 3.131, 0.753], [-0.515, 2.397, -0.257], [0.643, 2.337, 2.030], [-0.570, 1.684, 2.592], [-1.377, 2.341, 3.531], [-2.533, 1.730, 3.987], [-2.864, 0.473, 3.469], [-2.047, -0.158, 2.542], [-0.830, 0.399, 2.076], [-0.517, 4.952, 0.138], [0.413, 5.030, 1.667], [-1.186, 4.248, 1.632], [1.235, 3.281, 0.309], [-1.536, 2.368, 0.114], [-0.148, 1.368, -0.334], [-0.443, 2.911, -1.213], [1.133, 3.060, 2.693], [1.320, 1.543, 1.705], [-1.094, 3.322, 3.912], [-3.167, 2.217, 4.720], [-3.778, -0.015, 3.799], [-2.342, -1.126, 2.144]]}

***

Record 4
{"formula": "C2H12N2O3", "method": "ωB97M-V/def2-TZVPD", "multiplicity": 2, "s_squared": 0.750, "molar_mass_g_mol": 112.13, "max_force_ha_per_bohr": 0.04773, "e_above_lowest_ev": 2.3131, "e_lumo_ev": [2.8, 2.7], "charge": -1, "energy_ha": -418.513160, "homo_lumo_gap_ev": [1.573, 9.018], "e_homo_ev": [1.21, -6.28], "species": ["C", "N", "C", "N", "H", "H", "H", "H", "H", "H", "H", "H", "O", "H", "H", "O", "H", "H", "O"], "xyz": [[0.178, -1.622, 1.817], [-1.380, 0.433, 2.465], [-1.308, -0.746, 3.263], [-0.475, -1.713, 3.143], [0.814, -2.519, 1.606], [-0.597, -1.783, 1.013], [0.938, -0.836, 1.753], [-1.404, 0.094, 1.509], [-2.079, 1.114, 2.715], [-2.303, -0.839, 3.707], [2.748, -4.049, -5.459], [4.184, -3.911, -5.409], [3.408, -3.348, -5.515], [-3.519, 4.898, -2.611], [-4.731, 4.042, -2.105], [-4.211, 4.291, -2.874], [3.825, 2.466, 0.343], [3.546, 1.352, -0.568], [3.062, 1.963, 0.003]]}

***

Record 5
{"formula": "C39H36F3IrN7O4P", "method": "ωB97M-V/def2-TZVPD", "molar_mass_g_mol": 946.95, "max_force_ha_per_bohr": 0.00980, "e_above_lowest_ev": 0.0000, "e_lumo_ev": 0.1, "charge": 0, "energy_ha": -2937.360392, "homo_lumo_gap_ev": 7.775, "e_homo_ev": -7.65, "species": ["Ir", "O", "C", "O", "C", "P", "C", "C", "C", "C", "C", "C", "C", "C", "C", "C", "C", "C", "H", "H", "H", "H", "H", "H", "H", "H", "H", "H", "H", "H", "F", "C", "F", "F", "C", "C", "C", "C", "C", "C", "C", "C", "H", "H", "H", "H", "N", "C", "N", "C", "C", "C", "C", "C", "C", "H", "H", "H", "H", "H", "H", "C", "N", "C", "C", "O", "N", "C", "C", "H", "H", "H", "H", "H", "H", "H", "H", "H", "H", "H", "H", "N", "C", "O", "C", "C", "N", "C", "N", "H", "H"], "xyz": [[-1.485, -0.551, 0.030], [-5.649, -1.011, 0.169], [-4.486, -0.719, 0.377], [-3.465, -1.299, -0.167], [-4.193, 0.451, 1.349], [-2.454, 0.427, 1.858], [-2.316, -0.604, 3.337], [-3.318, -1.503, 3.688], [-3.130, -2.372, 4.755], [-1.944, -2.345, 5.476], [-0.935, -1.459, 5.118], [-1.116, -0.601, 4.046], [-2.003, 2.104, 2.376], [-1.614, 2.984, 1.367], [-1.271, 4.291, 1.673], [-1.302, 4.726, 2.992], [-1.686, 3.853, 3.999], [-2.039, 2.546, 3.694], [-4.908, 0.445, 2.171], [-4.339, 1.381, 0.793], [-4.241, -1.549, 3.123], [-3.913, -3.071, 5.021], [-1.804, -3.017, 6.313], [-0.002, -1.445, 5.667], [-0.314, 0.065, 3.746], [-1.569, 2.625, 0.347], [-0.969, 4.969, 0.885], [-1.025, 5.743, 3.234], [-1.712, 4.189, 5.027], [-2.341, 1.875, 4.488], [7.158, 3.259, 1.301], [6.666, 2.323, 2.135], [6.663, 2.873, 3.368], [7.556, 1.315, 2.168], [5.302, 1.861, 1.723], [4.443, 2.732, 1.065], [3.170, 2.319, 0.718], [2.729, 1.027, 1.024], [3.604, 0.166, 1.701], [4.878, 0.579, 2.047], [1.424, 0.578, 0.652], [0.312, 0.172, 0.373], [4.775, 3.732, 0.819], [2.497, 2.994, 0.206], [3.265, -0.829, 1.969], [5.544, -0.097, 2.567], [2.797, -1.790, -2.392], [2.415, -1.982, -1.123], [1.214, -2.376, -0.814], [0.680, -2.529, -3.192], [-0.135, -3.003, -4.215], [0.382, -3.183, -5.484], [1.717, -2.879, -5.746], [2.541, -2.410, -4.740], [2.012, -2.247, -3.464], [3.748, -1.506, -2.560], [3.154, -1.852, -0.344], [-1.175, -3.200, -3.991], [-0.252, -3.554, -6.279], [2.118, -3.018, -6.741], [3.581, -2.179, -4.935], [-0.017, 2.800, -1.912], [-0.524, 1.858, -2.905], [0.549, 1.049, -3.491], [-1.646, 1.124, -2.505], [-1.962, 1.046, -1.288], [-2.400, 0.617, -3.471], [-3.526, -0.262, -3.178], [-2.259, 0.981, -4.870], [0.724, 3.432, -2.403], [0.437, 2.300, -1.053], [-0.828, 3.436, -1.563], [1.081, 0.492, -2.711], [1.254, 1.710, -3.997], [0.159, 0.337, -4.215], [-3.484, -0.631, -2.160], [-3.487, -1.110, -3.863], [-4.465, 0.274, -3.332], [-1.580, 1.821, -4.979], [-3.242, 1.258, -5.255], [-1.892, 0.132, -5.452], [-0.107, -3.615, 2.443], [-0.098, -2.875, 1.310], [-1.169, -2.210, 1.125], [1.032, -2.975, 0.473], [0.154, -2.141, -1.864], [-0.887, -1.512, -1.678], [2.132, -3.719, 0.938], [3.036, -4.333, 1.324], [0.643, -4.238, 2.681], [-0.866, -3.466, 3.085]]}

***

Record 6
{"formula": "C21H16N2O6S6Tl", "method": "ωB97M-V/def2-TZVPD", "molar_mass_g_mol": 789.15, "max_force_ha_per_bohr": 0.00416, "e_above_lowest_ev": 0.0644, "e_lumo_ev": 1.6, "charge": -1, "energy_ha": -3932.502349, "homo_lumo_gap_ev": 6.994, "e_homo_ev": -5.43, "species": ["Tl", "C", "O", "C", "C", "C", "C", "C", "C", "N", "N", "C", "C", "O", "C", "C", "C", "C", "C", "C", "C", "C", "H", "H", "H", "H", "H", "H", "H", "H", "H", "H", "H", "H", "H", "O", "S", "O", "O", "O", "C", "S", "C", "C", "S", "S", "C", "S", "S", "H", "H", "H"], "xyz": [[0.632, 0.684, -1.015], [-2.063, 2.566, -2.335], [-1.855, 1.574, -1.322], [-2.355, 1.806, -0.082], [-3.201, 2.856, 0.241], [-3.678, 2.982, 1.540], [-3.312, 2.071, 2.518], [-2.455, 1.029, 2.196], [-1.976, 0.884, 0.904], [-1.034, -0.120, 0.544], [-1.144, -1.179, 1.215], [-0.278, -2.224, 1.116], [0.967, -2.230, 0.427], [1.448, -1.275, -0.262], [1.785, -3.418, 0.540], [1.394, -4.494, 1.247], [0.140, -4.524, 1.941], [-0.259, -5.658, 2.670], [-1.459, -5.684, 3.334], [-2.293, -4.559, 3.275], [-1.923, -3.442, 2.564], [-0.691, -3.392, 1.879], [-1.656, 3.525, -2.010], [-3.131, 2.659, -2.545], [-1.539, 2.213, -3.221], [-3.485, 3.573, -0.514], [-4.333, 3.808, 1.785], [-3.674, 2.180, 3.531], [-2.127, 0.322, 2.947], [2.729, -3.390, 0.012], [2.032, -5.370, 1.302], [0.404, -6.516, 2.695], [-1.761, -6.561, 3.891], [-3.245, -4.568, 3.791], [-2.580, -2.586, 2.518], [1.904, 0.200, -4.584], [0.808, 0.866, -3.909], [-0.232, 1.373, -4.783], [1.314, 1.927, -2.963], [0.145, -0.147, -2.905], [4.235, 0.554, -2.372], [3.563, 0.998, -0.752], [3.333, 2.724, -0.915], [2.269, 3.358, -0.386], [0.936, 2.645, 0.495], [2.212, 5.078, -0.679], [3.678, 5.225, -1.576], [4.271, 6.645, -2.153], [4.464, 3.706, -1.805], [4.232, -0.534, -2.396], [5.258, 0.915, -2.471], [3.587, 0.921, -3.165]]}

***

Record 7
{"formula": "C4H4NO", "method": "ωB97M-V/def2-TZVPD", "molar_mass_g_mol": 82.08, "max_force_ha_per_bohr": 0.07905, "e_above_lowest_ev": 0.8060, "e_lumo_ev": 4.3, "charge": -1, "energy_ha": -284.650736, "homo_lumo_gap_ev": 7.161, "e_homo_ev": -2.86, "species": ["C", "C", "C", "C", "N", "O", "H", "H", "H", "H"], "xyz": [[-0.378, 0.531, 0.032], [-1.586, 1.363, -0.057], [0.818, 1.074, 0.062], [-1.128, -0.731, 0.042], [-2.275, 0.214, 0.030], [-3.470, -0.213, 0.026], [1.217, 2.088, -0.160], [1.646, 0.349, -0.069], [-1.368, -1.372, -0.902], [-0.885, -1.381, 0.827]]}